No. 1
2 unconnected molecules or ions with the total composition C2H9NO2. Source: the OMol25 dataset; level of theory: ωB97M-V/def2-TZVPD.

Each line ends with the Löwdin charge.
Atoms and positions in Å:
H  2.18968  0.87135  0.83607  0.071
H  -1.23726  -0.32895  1.56723  0.080
H  2.68068  -0.78060  -0.13064  0.088
H  -2.38878  1.05633  1.57243  0.092
H  0.27886  -1.36803  0.00349  0.016
H  0.01907  -0.72176  -1.48392  0.064
O  -2.37818  -0.16344  -0.12226  -0.137
C  -1.64630  0.47714  0.93847  -0.158
C  1.87162  -0.32501  -0.63916  -0.288
H  -2.92349  0.50552  -0.51274  0.058
H  -0.92699  1.16741  0.53313  0.053
N  0.67419  -1.19208  -0.86965  0.034
O  1.63461  0.94469  0.04799  -0.097
H  2.15229  -0.14257  -1.74044  0.126

Cartesian forces (eV/Å) of the 6 atoms listed first:
-0.3196 0.3962 -0.1053
0.1633 0.5141 -0.3432
0.5007 -1.0719 0.3766
0.9223 -0.5573 -0.4461
-1.2798 -0.4841 1.4261
-0.0230 -0.0235 0.3163

Its structure (SMILES) is NCO.CO. The LUMO energy is 0.840 eV. The calculation puts the relative energy (zero: lowest compared OMol25 entry of this formula, charge and spin) at 83.4 kJ/mol. The value obtained for the gap between HOMO and LUMO is 10.60 eV. As for the charge: 0.

***

No. 2
A molecular structure, C41H42BrN15SeSiTi. Source: the OMol25 dataset; level of theory: ωB97M-V/def2-TZVPD.

Each line ends with the Löwdin charge.
Atoms and positions in Å:
H  -2.98110  4.36663  0.35882  0.107
H  -1.17246  -6.83490  -1.82182  0.117
Ti  0.12370  0.03854  -0.18325  0.849
C  -0.11382  -0.10541  4.94401  -0.009
H  -0.40702  6.01079  2.28065  0.138
H  2.87008  3.18966  -3.18122  0.021
C  3.26101  -1.79990  -1.37959  -0.055
H  2.40476  -5.34700  -3.70801  0.087
N  -3.08300  1.95422  -2.28133  0.161
C  -2.26501  1.35133  -1.58717  -0.291
C  0.38302  -2.14517  -2.41969  -0.181
H  0.51419  2.27474  -2.52023  0.096
H  5.23528  0.39944  -1.15434  0.038
H  1.00054  -3.51406  -3.94484  0.130
C  3.69813  -4.46979  -0.73208  -0.094
H  -1.15488  3.25050  -0.70907  0.097
Se  2.05093  1.39412  -0.17639  0.677
Br  5.40536  -4.96276  -2.94261  0.828
C  0.29541  2.76806  2.27195  -0.202
Si  3.92822  2.48675  -1.09131  0.284
C  5.04101  1.22362  -1.84106  -0.198
C  -0.26366  -6.96004  -2.39648  -0.002
N  -1.51486  0.66673  -0.96426  0.020
N  0.53335  0.20967  -2.45660  -0.008
C  2.27947  -1.48099  1.83965  -0.073
H  3.09167  -0.75989  -1.62016  0.052
H  1.31197  2.87686  1.89763  0.067
C  -0.51646  3.48494  0.14204  -0.208
H  -0.81440  0.16171  5.72313  0.127
H  2.42652  -4.10914  0.95289  0.128
C  -0.56217  -0.23300  3.63354  -0.136
C  1.69966  -6.13196  -3.46866  -0.016
N  -0.94871  4.73888  0.71265  -0.065
C  4.59021  3.25064  0.45107  -0.209
H  1.61074  -0.21622  6.21985  0.129
C  -0.29428  -4.30936  -0.94588  0.074
C  1.22159  -0.32515  5.21669  -0.006
C  -2.74646  -1.23252  1.60728  -0.102
N  0.22024  -0.56376  2.60952  0.106
C  2.04137  -0.73632  4.17345  0.023
C  -0.08326  5.06589  1.84553  -0.144
H  -0.58763  -9.05890  -2.70636  0.119
C  -1.73099  -3.69326  1.62848  -0.036
C  4.07130  -2.58291  -2.18608  -0.100
H  3.21175  -1.96356  2.13221  0.153
H  2.49952  4.33805  -1.86590  0.041
C  0.57372  -5.89091  -2.69080  -0.172
H  0.51439  3.57767  -0.19859  0.069
N  -0.11002  -1.93914  -1.19142  0.065
N  -2.41500  3.54004  2.20961  -0.068
N  -1.76156  -1.49130  0.76381  0.080
C  -1.51958  3.87574  3.31801  -0.145
H  0.28022  1.99102  3.02824  0.101
H  -4.06106  -2.01339  3.13054  0.128
C  0.60134  -3.40551  -2.94725  0.080
N  -3.79690  4.32703  -2.17711  0.173
N  -0.13360  4.01601  2.86554  -0.072
H  4.07098  4.36476  -2.65977  0.058
C  0.62148  -0.90685  -3.17729  -0.175
N  -0.56814  2.33650  1.11526  -0.125
C  -0.49118  -3.02624  -0.48770  -0.181
H  -2.64726  5.54286  1.63488  0.139
N  -2.68340  -3.42449  2.51792  0.130
H  -0.61666  -5.15017  -0.34800  0.125
C  3.27122  3.70624  -2.30868  -0.190
C  2.89749  -3.67758  0.07736  -0.019
H  4.83549  2.47974  1.18298  0.042
C  0.82942  -0.85089  -4.55211  -0.019
H  5.49909  3.82199  0.24394  0.056
C  4.28946  -3.91437  -1.85911  -0.697
H  -2.63699  2.04854  0.78544  0.109
C  -3.22937  -2.21745  2.46709  -0.074
C  -1.97929  2.29598  1.61759  -0.181
C  1.49440  -0.85610  2.90819  -0.255
C  2.69166  -2.33819  -0.23573  -0.274
N  1.13581  -8.45044  -3.64405  0.092
H  -1.30790  -4.69024  1.65220  0.126
H  4.61431  0.83310  -2.76681  0.039
C  0.77390  1.40538  -4.48081  -0.061
H  0.91284  -1.75352  -5.14354  0.130
N  1.88098  -1.52214  0.63297  0.006
H  0.81446  2.35327  -5.00316  0.131
C  -1.30629  -2.74318  0.71227  -0.199
C  0.59391  1.37030  -3.10744  -0.118
H  3.85808  3.93150  0.88842  0.035
C  -3.45038  3.22912  -2.21332  -0.326
H  4.54609  -2.15839  -3.06101  0.113
H  -2.04318  1.50940  2.36156  0.087
C  1.93718  -7.42440  -3.91247  -0.107
C  0.29967  -4.52860  -2.18866  -0.102
C  -2.32441  4.59884  1.19807  -0.135
H  -3.15434  -0.22916  1.61053  0.111
N  0.91399  0.29896  -5.20354  0.137
H  -1.57057  3.09011  4.07589  0.128
H  3.07929  -0.98987  4.34446  0.131
H  -1.84720  4.81136  3.76978  0.137
H  2.81591  -7.64115  -4.50874  0.118
H  3.86627  -5.50856  -0.48322  0.118
H  6.00383  1.67790  -2.09355  0.058
C  0.05745  -8.21082  -2.90330  -0.108
H  0.94537  5.17956  1.49657  0.130
H  -1.60754  -0.07339  3.42002  0.086

Cartesian forces (eV/Å) of the 6 atoms listed first:
-0.0067 -0.0002 0.0069
0.0094 0.0137 -0.0007
0.0567 -0.0981 -0.3856
-0.0386 -0.0089 -0.0236
-0.0009 -0.0086 0.0157
-0.0618 0.0800 -0.0481

The LUMO energy is -7.150 eV. The calculation puts the relative energy (zero: lowest compared OMol25 entry of this formula, charge and spin) at 136.2 kJ/mol. The value obtained for the gap between HOMO and LUMO is 6.23 eV. As for the charge: +2.

***

No. 3
3 unconnected molecules or ions with the total composition C2H11N2O2. Source: the OMol25 dataset; level of theory: ωB97M-V/def2-TZVPD.

Each line ends with the Löwdin charge.
Atoms and positions in Å:
H  1.05782  -2.06858  -0.88125  0.135
H  -0.55965  1.43124  -3.36996  0.070
O  -0.98931  -1.86285  2.70135  -0.069
H  -0.06614  1.36760  2.00455  0.092
H  1.24582  2.30169  1.35131  0.098
C  0.84640  -0.21967  0.01004  -0.140
C  0.26481  1.88433  1.11042  -0.013
N  0.69887  -1.13832  -0.90944  0.205
O  -0.68030  0.59312  -2.90314  -0.052
H  0.01845  -0.94445  -1.62450  0.097
H  -0.62172  -2.69470  2.97648  0.025
H  -0.05142  1.30754  -0.92839  0.128
H  -1.18780  0.02603  -3.50765  0.076
N  0.31068  0.96949  -0.04448  0.025
H  1.42444  -0.44174  0.89814  0.166
H  -0.37524  2.69404  0.77560  0.099
H  -1.39219  -1.48315  3.50843  0.057

Cartesian forces (eV/Å) of the 6 atoms listed first:
0.4197 -0.2243 0.4403
-0.0436 -0.2278 -0.0821
-0.3981 1.0477 0.3190
-0.5050 0.0294 -0.1190
0.0209 -0.0339 -0.3143
0.0340 -0.1293 0.5540

The LUMO energy is -3.023 eV. The calculation puts the relative energy (zero: lowest compared OMol25 entry of this formula, charge and spin) at 44.0 kJ/mol. The value obtained for the gap between HOMO and LUMO is 11.68 eV. As for the charge: +1.

***

No. 4
11 unconnected molecules or ions with the total composition C28H48N4O30S7. Source: the OMol25 dataset; level of theory: ωB97M-V/def2-TZVPD.

Each line ends with the Löwdin charge.
Atoms and positions in Å:
O  -3.57277  -3.06139  -2.96877  -0.181
C  3.22718  -2.91208  0.01852  -0.002
O  -1.23930  1.50019  -5.45769  -0.184
C  3.72362  -2.79907  4.73086  -0.168
O  -0.77039  4.21325  7.05130  -0.218
H  3.23983  -2.22380  0.86186  0.069
C  3.03234  1.48423  -2.60405  -0.182
S  5.04765  1.17035  -4.06131  0.582
H  0.51083  0.50459  1.06942  0.076
C  -1.75370  1.51891  5.59677  -0.147
C  -0.35755  3.81079  1.51955  -0.176
O  -0.43700  1.74774  -3.08558  -0.246
H  2.77060  -1.52171  6.24477  0.130
H  -3.04045  0.50994  -0.87223  0.106
H  3.24183  2.33033  -1.94322  0.126
H  -2.70856  -0.49214  -3.79733  0.091
C  4.31154  -3.94736  -0.05820  -0.577
C  -2.68408  -2.90771  2.52875  -0.157
H  -3.29900  -3.00619  3.42088  0.136
H  -4.07664  0.30914  -4.59468  0.123
H  -0.04867  2.77605  1.40916  0.108
O  1.34041  3.11434  6.58617  -0.197
H  3.99537  -3.85629  4.76848  0.130
C  0.14353  -2.26101  -5.42481  -0.156
O  -4.77163  -0.92083  -2.57809  -0.221
O  0.62022  4.51924  0.75126  -0.190
O  -0.38376  -4.18834  0.34936  -0.207
C  0.11213  0.03510  0.17149  0.014
H  2.27689  -3.44510  -0.00822  0.079
H  -1.50262  0.71395  -1.71629  0.058
H  -2.93934  1.08110  -6.42893  0.136
H  1.99565  2.62505  2.66712  0.093
H  3.25551  -2.25133  -0.85694  0.066
H  -4.41415  -3.22625  1.18509  0.136
H  0.00737  -2.43772  -6.48597  0.109
C  -1.18856  2.18220  4.34524  -0.161
O  -5.44177  -2.38140  -4.34442  -0.192
H  2.14188  2.94962  -4.04507  0.130
O  -2.79884  1.58038  -3.71460  -0.194
H  3.91692  1.56964  3.67551  0.097
O  -1.19187  3.86585  -0.61599  -0.189
S  -0.04735  3.19200  6.38290  0.589
H  -0.57922  1.48300  3.77025  0.125
H  -2.74194  1.91370  5.83422  0.135
H  5.19969  5.06575  5.37650  0.103
C  -2.28991  0.54429  -5.74297  -0.100
H  -7.51312  -3.87453  -3.22210  0.134
C  -3.47493  -2.66856  1.27529  -0.187
H  -1.77372  0.43834  5.49154  0.134
S  0.25501  4.49488  -0.81295  0.582
O  6.10442  1.88497  -3.46269  -0.213
N  1.29757  -1.65733  -5.13768  0.085
C  3.36681  5.27623  4.25018  -0.057
H  0.92679  -1.47208  -1.80416  0.075
O  5.29827  0.19109  -5.03665  -0.205
O  -2.54842  -3.00767  0.25336  -0.206
O  -2.46384  -5.46150  0.25157  -0.203
H  -1.96592  2.56495  3.68838  0.126
O  0.90597  -2.09215  2.54399  -0.215
O  -1.95455  0.30582  1.35702  -0.001
H  2.57709  -1.25870  -3.54759  0.105
C  1.55080  -1.44561  -3.86581  -0.160
H  -1.69158  -3.10521  -4.76338  0.103
H  -0.38017  4.14003  2.55093  0.113
O  4.18021  -5.07568  0.38157  0.043
H  -2.43373  3.30854  0.98948  0.131
H  -1.26383  -2.41534  -2.36574  0.093
C  -6.83036  -2.14225  -4.19674  -0.175
H  -1.97157  -2.09264  2.68781  0.115
S  -4.75240  -2.30005  -2.89676  0.591
S  1.59488  -2.86146  3.50689  0.572
H  -7.41330  -2.49274  -5.04170  0.135
C  2.61903  -2.49226  5.77786  -0.105
H  2.42674  -3.31522  6.45904  0.130
O  -0.39724  3.27518  4.82405  -0.218
O  3.15255  -2.46877  3.48002  -0.199
O  -1.63004  3.60313  -4.18729  -0.178
O  -0.81073  1.80859  6.62280  -0.182
O  -1.93423  -4.10267  2.26317  -0.181
N  -2.03922  0.42480  -0.89742  0.206
H  0.44809  -0.99203  0.32810  0.070
C  -3.00661  0.35195  -4.41114  -0.175
H  -2.04940  5.01554  0.84527  0.141
H  -3.77655  -1.62700  1.15932  0.122
S  -1.74447  -4.32489  0.67832  0.585
O  1.07032  3.64354  -1.58694  -0.213
N  5.41010  -3.61627  -0.81202  0.149
H  -7.96469  -2.48790  -2.26147  0.136
C  -1.38689  0.21144  0.27158  -0.565
C  2.68371  2.00882  -3.96907  -0.172
O  4.15627  0.62987  -2.83355  -0.210
N  4.62877  3.26692  4.59457  0.062
C  -0.58508  -2.16153  -3.17228  -0.072
H  -1.86799  -0.39696  -6.07689  0.118
C  4.43785  4.57239  4.78564  -0.142
C  -7.18486  -2.88002  -2.90548  -0.135
H  0.47906  0.48141  -0.74888  0.059
C  0.65466  -1.65526  -2.83311  -0.051
S  -1.37558  2.23313  -4.04628  0.599
O  0.21038  5.83581  -1.22388  -0.194
O  3.94371  2.16759  -4.62750  -0.172
O  1.52946  -4.27009  3.46856  -0.188
O  -5.94136  -3.11272  -2.23174  -0.178
H  5.52432  -2.79504  -1.37460  0.092
H  2.00565  1.32324  -4.49845  0.116
C  3.75785  2.61667  3.84869  -0.154
C  2.43527  4.56945  3.51963  -0.084
H  4.63325  -2.24853  4.95748  0.133
C  -1.63738  4.00487  0.74253  -0.137
C  2.61704  3.21894  3.33068  -0.076
C  -0.79410  -2.57332  -4.47189  -0.083
H  2.28458  0.87181  -2.10755  0.105
H  1.57133  5.04931  3.07642  0.094
H  3.42068  6.35677  4.28801  0.106
O  1.40874  -2.31111  4.98448  -0.210
H  6.14458  -4.30182  -0.84783  0.101
H  -6.98581  -1.06010  -4.16516  0.127

Cartesian forces (eV/Å) of the 6 atoms listed first:
0.2879 -0.1503 0.6440
-0.5800 0.5417 -0.6320
1.1350 0.1719 0.3451
-0.0058 -0.7862 1.0643
-0.1700 0.1930 0.0313
0.2906 -0.3832 0.3177

Its structure (SMILES) is O=S1(=O)OCCO1.O=S1(=O)OCCO1.O=S1(=O)OCCO1.O=S1(=O)OCCO1.O=S1(=O)OCCO1.O=S1(=O)OCCO1.O=S1(=O)OCCO1.c1ccncc1.c1ccncc1.CC(N)=O.CC(N)=O. The LUMO energy is -0.270 eV. The calculation puts the relative energy (zero: lowest compared OMol25 entry of this formula, charge and spin) at 0.0 kJ/mol. The value obtained for the gap between HOMO and LUMO is 9.19 eV. As for the charge: 0.

***

Question: Which value of gap between HOMO and LUMO does entry 4 give?
Answer: 9.19 eV